Molecular formula: C26H17AsCoF5IN2O9S
Method: DFT, wB97M-V/def2-TZVPD

Geometry (Å):
Co1 -0.2859 0.3792 -1.0781
C1 3.0936 0.5714 -3.2309
C2 3.2397 -0.2944 -2.0153
N1 4.4589 -0.4684 -1.5202
C3 4.6018 -1.2441 -0.4468
C4 3.5682 -1.9414 0.1525
C5 3.8605 -2.7939 1.3623
O1 3.7034 -2.1259 2.5940
C6 2.2893 -1.8131 -0.4004
C7 1.1730 -2.6056 0.1412
N2 0.2456 -3.0526 -0.5992
C8 -0.7574 -3.8436 -0.0353
C9 -0.4811 -5.0206 0.6593
C10 -1.5082 -5.8218 1.1338
C11 -2.8303 -5.4609 0.9239
C12 -3.1224 -4.2868 0.2415
C13 -2.0933 -3.4968 -0.2383
I1 -2.5464 -1.6936 -1.1905
C14 2.1021 -0.9170 -1.4614
O2 0.9032 -0.6550 -1.9875
H1 4.0811 0.8746 -3.5722
H2 2.5024 1.4571 -3.0033
H3 2.5734 0.0374 -4.0280
H4 5.6076 -1.3339 -0.0477
H5 4.9075 -3.1020 1.3203
H6 3.2638 -3.7153 1.3399
H7 2.9158 -1.5584 2.6146
H8 1.1869 -2.8155 1.2160
H9 0.5539 -5.3053 0.8027
H10 -1.2720 -6.7330 1.6683
H11 -3.6355 -6.0847 1.2887
H12 -4.1502 -3.9859 0.0869
O3 0.8343 2.4053 1.5905
As1 0.1422 0.8556 1.9868
O4 0.9057 0.0170 3.1581
O5 0.2655 -0.0865 0.5659
C15 -1.5804 1.4640 2.6368
C16 -1.7148 1.2727 4.0096
C17 -2.8103 1.7853 4.6894
C18 -3.7798 2.4955 3.9996
C19 -3.6593 2.6796 2.6306
C20 -2.5660 2.1678 1.9477
S1 -2.5268 2.4616 0.1854
O6 -3.8907 2.3967 -0.2693
O7 -1.8208 3.6939 -0.0500
O8 -1.7592 1.2647 -0.2621
H13 1.1366 2.4129 0.6671
H14 -0.9458 0.7176 4.5323
H15 -2.9011 1.6282 5.7566
H16 -4.6381 2.8989 4.5219
H17 -4.4233 3.2032 2.0716
F1 -1.1565 5.2736 -5.0250
C21 -0.6942 4.4452 -4.0793
C22 0.2373 4.8917 -3.1538
F2 0.6600 6.1573 -3.2167
C23 0.7280 4.0522 -2.1736
F3 1.6133 4.5168 -1.2893
C24 0.2991 2.7273 -2.0831
O9 0.7437 1.8983 -1.1571
C25 -0.6245 2.3193 -3.0361
F4 -1.0585 1.0184 -2.9315
C26 -1.1350 3.1373 -4.0188
F5 -2.0299 2.6791 -4.8951

## Properties
E_LUMO (alpha / beta) (eV): 1.336 / 1.383
Total charge: -1
Gap between HOMO and LUMO (alpha / beta) (eV): 7.4 / 7.5
DFT total energy (eV): -179635.61583
E_HOMO (alpha / beta) (Eh): -0.22350 / -0.22343



Molecular formula: C2H5N3O
Method: DFT, wB97M-V/def2-TZVPD

Geometry (Å):
C1 -1.9846 -1.6423 0.0448
C2 -0.5664 0.2670 -0.0238
N1 -2.4877 -2.4765 0.6478
N2 1.2728 -0.5708 0.0029
N3 -1.4385 -0.6388 -0.6223
O1 -0.7242 0.4989 1.2937
H1 -0.4330 1.1830 -0.5902
H2 1.4472 -0.7456 -0.9896
H3 1.8403 0.2373 0.2465
H4 -1.5565 -0.6164 -1.6225
H5 -0.5739 -0.3232 1.7808

## Properties
E_LUMO (eV): 0.416
Gap between HOMO and LUMO (eV): 9.6
DFT total energy (eV): -8670.42253
E_HOMO (Eh): -0.33885



> Which value of DFT total energy does entry 2 give?

-8670.42253 eV



> DFT total energy of number 2 (C2H5N3O)?

-8670.42253 eV



> Number 1 is which compound?

C26H17AsCoF5IN2O9S